1.
{"formula": "C5H13N2O", "method": "the ωB97M-V functional and the def2-TZVPD basis", "max_force_ev_per_a": 3.77, "de_lowest_kj_mol": 505.8, "homo_energy_ev": -2.31, "charge": -1, "lumo_energy_ev": 4.01, "species": ["N", "C", "C", "C", "O", "C", "N", "C", "H", "H", "H", "H", "H", "H", "H", "H", "H", "H", "H", "H", "H"], "coordinates": [[-0.968954, -0.454984, -1.629382], [-0.122578, -0.157263, -0.625811], [-0.569003, -0.031543, 0.718578], [-2.073725, 0.274525, 0.786736], [-2.787343, -0.725543, 0.173267], [1.310401, 0.259212, -0.937831], [2.231544, -0.102123, 0.075462], [2.864028, 1.025391, 0.648395], [-1.927887, -0.547222, -1.256204], [-0.889899, 0.148518, -2.434456], [-0.159482, -1.076669, 0.387271], [0.114798, 0.473821, 1.389275], [0.834466, -2.265774, 2.954915], [-2.136334, 1.221971, 0.190778], [-2.429308, 0.457708, 1.813872], [1.545273, -0.147804, -1.939717], [1.267241, 1.368003, -1.033336], [0.281647, -1.949570, 2.575039], [3.506632, 0.733237, 1.483458], [2.187641, 1.800251, 1.144157], [3.464796, 1.608035, -0.083422]], "atomic_forces_ev_per_a": [[0.0538, 0.3204, 0.2637], [0.5376, 3.4807, -1.3449], [-0.3734, 0.7511, -1.1585], [-0.4930, -1.7195, -0.6473], [-0.1714, 0.3239, -0.0531], [0.4671, -0.3326, 0.3764], [-0.2913, -0.4895, 0.1031], [-0.3433, 0.4339, 0.3136], [-0.9043, -0.3643, 0.5703], [0.7300, -0.4512, -0.3160], [-0.2635, -1.7352, 2.2261], [0.5515, -0.5518, -0.1463], [0.0173, -0.0209, 0.0295], [-0.0160, 0.2853, 0.4403], [0.3414, 0.2513, 0.1263], [-0.0161, 0.0282, -0.1914], [-0.4185, -0.0702, -0.2474], [-0.0063, -0.0166, 0.0288], [0.3068, -0.1249, -0.1465], [0.0427, -0.2111, -0.3611], [0.2488, 0.2131, 0.1344]]}

2.
{"formula": "CuIZn2", "method": "the ωB97M-V functional and the def2-TZVPD basis", "max_force_ev_per_a": 1.17, "s2": 0.85, "de_lowest_kj_mol": 0.0, "homo_energy_ev": [-27.78, -27.76], "charge": 5, "lumo_energy_ev": [-24.08, -24.27], "multiplicity": 2, "species": ["Cu", "Zn", "Zn", "I"], "coordinates": [[22.878630, 11.356420, -27.854060], [23.860670, 8.400510, -22.127860], [27.894310, 7.703360, -29.475130], [25.863130, 8.906530, -26.001820]], "atomic_forces_ev_per_a": [[-0.6688, 0.7006, -0.4530], [-0.2420, -0.2406, 1.1220], [0.6703, -0.3520, -0.5559], [0.2406, -0.1080, -0.1131]]}

3.
{"formula": "C41H44N3O", "method": "the ωB97M-V functional and the def2-TZVPD basis", "max_force_ev_per_a": 2.86, "de_lowest_kj_mol": 320.3, "homo_energy_ev": -10.37, "charge": 1, "lumo_energy_ev": -3.65, "species": ["C", "N", "C", "O", "C", "C", "C", "C", "C", "C", "C", "C", "N", "C", "C", "C", "C", "C", "C", "C", "C", "C", "C", "C", "C", "C", "C", "C", "N", "C", "C", "C", "C", "C", "C", "C", "C", "C", "C", "C", "C", "C", "C", "C", "C", "H", "H", "H", "H", "H", "H", "H", "H", "H", "H", "H", "H", "H", "H", "H", "H", "H", "H", "H", "H", "H", "H", "H", "H", "H", "H", "H", "H", "H", "H", "H", "H", "H", "H", "H", "H", "H", "H", "H", "H", "H", "H", "H", "H"], "coordinates": [[1.939952, 2.949797, 4.063375], [1.563323, 1.694043, 3.468730], [1.381866, 0.568618, 4.223793], [1.538949, 0.435287, 5.437299], [0.925477, -0.541815, 3.295966], [-0.546034, -0.955781, 3.534477], [-1.456672, 0.255618, 3.497375], [-1.803432, 0.911246, 4.680307], [-2.611356, 2.052451, 4.650786], [-3.061615, 2.546761, 3.429127], [-2.691155, 1.930761, 2.235740], [-1.954919, 0.739733, 2.288401], [1.113253, 0.036574, 1.964550], [0.552440, -0.582449, 0.889362], [0.119627, 0.011937, -0.274782], [-0.015030, -0.729106, -1.541727], [-0.039144, 0.308266, -2.722637], [-1.001584, 0.263766, -3.750010], [-1.060266, 1.225716, -4.747082], [-0.142907, 2.281259, -4.751130], [0.810261, 2.362558, -3.736765], [0.892867, 1.351478, -2.763157], [-0.814068, -2.138260, -1.896933], [0.191687, -2.969894, -2.795115], [0.017817, -4.489946, -2.874003], [-0.154350, -4.937959, -1.439294], [-1.464559, -4.379842, -0.894388], [-1.803410, -2.981284, -1.271168], [-3.150796, -2.719488, -1.106176], [-4.041491, -3.741556, -0.550729], [-3.804333, -1.507538, -1.451265], [-3.183549, -0.282213, -1.199421], [-3.679307, 0.907045, -1.742199], [-4.870047, 0.883486, -2.478850], [-5.638073, -0.300145, -2.543515], [-5.135650, -1.478106, -1.962023], [1.431837, 1.494023, 2.020849], [2.650027, 1.972493, 1.291339], [3.865517, 1.458093, 1.488467], [5.097098, 1.950665, 0.876596], [6.336293, 1.320731, 1.187979], [7.562056, 1.799265, 0.710982], [7.573087, 2.937912, -0.122580], [6.366197, 3.548869, -0.515255], [5.144268, 3.051554, -0.028662], [2.089911, 2.832550, 5.137169], [2.874326, 3.266915, 3.610435], [1.179967, 3.716393, 3.882350], [1.588468, -1.420713, 3.397298], [-0.858110, -1.686019, 2.758522], [-0.570142, -1.388667, 4.550580], [-1.439368, 0.506955, 5.621532], [-2.925245, 2.500532, 5.592220], [-3.608797, 3.488489, 3.405031], [-3.024065, 2.315177, 1.272653], [-1.748685, 0.183805, 1.377957], [0.572908, -1.682091, 0.950682], [0.290196, 1.098332, -0.436833], [0.902649, -1.328491, -1.623310], [-1.778778, -0.513618, -3.826742], [-1.823061, 1.129666, -5.516641], [-0.133741, 3.020116, -5.547401], [1.513290, 3.207681, -3.710585], [1.683921, 1.439136, -2.014270], [-1.444707, -1.368411, -2.425001], [0.135118, -2.518967, -3.797307], [1.251837, -2.881707, -2.469208], [-0.786437, -4.836333, -3.538553], [0.984199, -4.841227, -3.249325], [-0.141030, -6.027131, -1.394954], [0.640505, -4.524921, -0.811100], [-1.424061, -4.418563, 0.198258], [-2.257339, -5.028008, -1.278627], [-4.961934, -3.250609, -0.211403], [-4.297447, -4.561636, -1.254071], [-3.509746, -4.189410, 0.308776], [-2.220703, -0.295211, -0.693437], [-3.136288, 1.853364, -1.555930], [-5.149809, 1.790728, -3.017623], [-6.631013, -0.283153, -3.044310], [-5.760010, -2.387495, -2.038858], [0.578992, 2.093430, 1.664887], [2.472966, 2.821300, 0.622402], [4.018242, 0.632005, 2.201264], [6.317372, 0.433803, 1.833664], [8.511602, 1.305151, 0.985321], [8.516417, 3.353568, -0.472573], [6.362511, 4.419832, -1.193944], [4.194966, 3.508833, -0.325623]], "atomic_forces_ev_per_a": [[0.1540, 0.3372, -0.2504], [-0.2831, -1.1298, 0.6475], [0.1649, -0.0349, 0.8437], [-0.2891, 0.4032, -1.4990], [0.1565, -0.5348, -0.6157], [0.0805, 0.3165, 0.5108], [-0.3251, -0.0653, 0.0490], [-0.0967, 0.1908, -0.1133], [0.0182, -0.6309, -0.0023], [0.4670, 0.6658, -0.0737], [-0.0967, -0.7492, 0.2881], [-0.1138, 0.3831, -0.0074], [0.0139, 0.6099, -0.0934], [0.2626, 0.7446, -1.5123], [0.7701, 0.0994, 1.8025], [2.7069, -0.6754, -0.6491], [-0.6950, -0.7749, -0.2339], [-0.1313, -0.1551, 0.1437], [0.4706, 0.3283, -0.0439], [0.0100, -0.1510, 0.1391], [0.0974, -0.4244, 0.0391], [-0.0830, 0.5409, -0.0097], [-1.0728, 1.3282, -1.2705], [-0.3140, 0.3479, -0.6155], [0.3658, 0.6874, 0.1966], [-0.1049, 0.1907, -0.0109], [0.2565, -0.8673, -0.4073], [-2.4065, 0.2294, 0.8616], [1.9501, -0.1514, -0.3021], [0.0380, -0.7141, 0.7547], [-0.9915, 1.5069, -0.0004], [0.4744, -0.2107, -0.6832], [-0.3439, 0.0027, 0.2046], [0.3390, -0.1809, 0.1092], [0.3478, 0.2005, 0.3164], [0.1851, -0.2872, -0.8449], [-0.8675, -0.1926, 0.7626], [0.1923, -0.3075, -0.3662], [-0.0929, 0.0124, 0.0575], [1.7873, 0.4998, -0.9066], [-0.4923, 0.1686, 0.0379], [-0.2324, 0.5102, -0.3427], [-0.4287, -0.2548, 0.1695], [-0.3211, -0.3782, 0.3289], [0.2007, -0.4646, 0.4592], [-0.1273, -0.2025, -0.1714], [0.1726, 0.2663, 0.0492], [0.0129, -0.0878, 0.0304], [-0.2491, 0.2985, 0.1965], [0.2442, 0.2117, 0.6309], [-0.1494, -0.1501, -0.5527], [-0.0596, 0.1649, -0.0530], [0.1390, 0.0638, -0.2756], [-0.0885, -0.3120, 0.0018], [0.0078, -0.0258, 0.2342], [-0.0306, 0.2725, 0.1810], [-0.2767, 0.4177, 0.1130], [-0.6021, -0.8429, 0.5304], [0.3854, 1.2868, -0.1702], [0.4892, 0.3158, 0.1937], [0.2035, 0.1250, 0.0872], [-0.1931, -0.0632, 0.1609], [-0.2955, -0.5521, -0.0376], [-0.2726, -0.1759, -0.1438], [-0.2077, -1.7023, -0.6189], [0.1538, -0.0740, 0.2526], [-0.7427, 0.5457, 0.1596], [0.1299, 0.1043, 0.2463], [-0.3637, -0.2918, -0.2034], [-0.0682, 0.0730, 0.4196], [0.3009, -0.2836, -0.2421], [-0.3506, -0.1503, 0.0894], [0.0274, 0.0131, 0.4054], [0.4517, -0.2507, -0.0498], [0.2066, 0.6291, 0.2137], [-0.7021, 0.1522, -0.3078], [-0.3062, 0.2007, 0.1209], [-0.3568, -0.7169, -0.3232], [-0.2732, -0.3133, 0.3135], [0.9229, -0.1620, 0.4911], [0.5956, 0.5500, 0.0329], [-0.0838, -0.2395, 0.0381], [0.2209, -0.3246, 0.2005], [-0.2977, 0.2997, -0.3155], [0.0388, 0.3872, -0.1909], [-0.7225, 0.3323, -0.1662], [-0.1815, -0.1652, 0.0564], [0.0840, -0.6057, 0.4724], [0.4868, 0.0128, 0.0323]]}